[1]
DFT (ωB97M-V with the def2-TZVPD basis set) results for 3 unconnected molecules or ions with the total composition C20H43IN3O7.

Values from the calculation:
Frontier orbital gap: 6.860 eV
LUMO energy: -3.803 eV
Total charge: +1

XYZ file:
```
74
C20H43IN3O7 ωB97M-V with the def2-TZVPD basis set
C 6.06883 -2.79026 1.74719
C 4.44118 -3.12567 1.82985
N 3.72202 -1.82794 1.53004
C 3.66038 -1.46149 0.05736
C 3.54143 0.19682 0.01343
C 2.37748 0.80673 0.99064
I 0.83736 1.66004 -0.38095
N 2.93229 1.99927 1.74879
C 3.73323 1.60073 2.80455
O 4.12287 1.25543 4.06320
C 1.58262 -0.28849 1.90978
C 2.31099 -1.74549 2.06577
N 1.41193 -2.87678 1.52412
H 6.33113 -2.72964 0.60370
H 6.33133 -1.77650 2.31302
H 6.66443 -3.65304 2.31090
H 4.12569 -3.43210 2.93393
H 4.21027 -4.00418 1.09157
H 4.26643 -1.04726 2.00628
H 4.68479 -1.71187 -0.49753
H 2.80454 -1.98895 -0.54219
H 3.44033 0.57714 -1.11316
H 4.61524 0.58595 0.36009
H 1.37420 0.12411 3.00819
H 0.49801 -0.45175 1.44199
H 2.38858 -1.96849 3.23571
H 0.76521 -2.51524 0.78567
H 0.75627 -3.18818 2.30274
C -0.95962 3.72976 3.13348
O -2.14070 4.41438 2.74392
C -2.33867 4.40550 1.32849
C -3.83446 4.37857 0.99745
O -4.45656 3.10361 1.21097
C -4.60894 2.69293 2.57863
C -5.65861 3.49214 3.35578
O -5.16909 4.79536 3.67071
C -6.18498 5.78760 3.63823
H -0.07287 4.29030 2.82158
H -0.96082 3.64139 4.22293
H -0.93674 2.71885 2.71319
H -1.85492 3.53716 0.86905
H -1.88988 5.31861 0.92778
H -3.94110 4.57647 -0.07508
H -4.37674 5.17191 1.51158
H -3.64624 2.67467 3.09153
H -4.95022 1.65212 2.53047
H -5.88158 2.98813 4.29927
H -6.57844 3.55181 2.76192
H -6.71222 5.77212 2.67635
H -5.70738 6.76490 3.74629
H -6.88493 5.63699 4.46220
C 1.50510 -4.76255 -5.69193
O 0.33032 -4.14834 -5.18393
C -0.02282 -4.62940 -3.88524
C -0.68446 -3.51762 -3.06435
O 0.23222 -2.52731 -2.57742
C 0.80336 -1.65229 -3.56256
C -0.18881 -0.64601 -4.15207
O -1.08145 -1.29058 -5.06032
C -2.39062 -0.74038 -5.02904
H 1.31344 -5.81295 -5.93220
H 1.79779 -4.23571 -6.60379
H 2.32981 -4.68141 -4.97613
H 0.85866 -4.99458 -3.34788
H -0.72681 -5.45514 -4.02046
H -1.11586 -3.97792 -2.16830
H -1.51282 -3.05643 -3.60186
H 1.31991 -2.21984 -4.33796
H 1.57694 -1.08585 -3.03076
H 0.35238 0.12063 -4.71181
H -0.74031 -0.16364 -3.33631
H -2.78508 -0.73481 -4.00542
H -3.03944 -1.37536 -5.63793
H -2.38475 0.26933 -5.44375
```


[2]
DFT (ωB97M-V with the def2-TZVPD basis set) results for a molecular structure, C27H40N3O3S4Ti.

Values from the calculation:
Expectation value of S²: 2.003
Frontier orbital gap (spin up / spin down): 7.088 / 8.819 eV
LUMO energy (spin up / spin down): -2.026 / -2.028 eV
Multiplicity: 3
Relative energy (zero: lowest compared OMol25 entry of this formula, charge and spin): 90.3 kJ/mol
Total charge: +1

XYZ file:
```
78
C27H40N3O3S4Ti ωB97M-V with the def2-TZVPD basis set
Ti -0.73304 -0.60891 -0.31082
C -4.21085 0.80406 -0.17615
C -3.92592 0.35994 1.24759
S -2.87948 -1.12646 1.26082
C -2.70574 -1.41261 3.05717
C -2.00095 -0.34929 3.88520
S -0.17692 -0.51118 3.84030
C 0.40082 1.21740 3.74032
C 0.68333 1.72404 2.33009
S -0.83035 1.51210 1.34395
C -0.85923 2.87561 0.14741
C -2.26947 2.90966 -0.42878
S -2.77124 1.31293 -1.17483
H -4.92480 1.62685 -0.18072
H -4.64101 -0.01795 -0.75058
H -4.86531 0.08941 1.73301
H -3.44447 1.15014 1.82079
H -2.19912 -2.37786 3.10619
H -3.71904 -1.55886 3.43357
H -2.29378 -0.46096 4.92803
H -2.26047 0.65389 3.55695
H 1.32307 1.23799 4.32103
H -0.33314 1.83902 4.25050
H 1.49147 1.16641 1.86199
H 0.92469 2.78736 2.34766
H -0.11049 2.69797 -0.62273
H -0.63980 3.80243 0.67768
H -2.32984 3.65523 -1.21968
H -3.00100 3.16306 0.33788
O 0.92984 -1.29248 0.97224
C 1.53952 -2.50558 0.43500
C 0.70712 -2.75032 -0.86390
O 1.24717 -2.94708 -1.92988
O -0.57599 -2.61637 -0.64824
C 3.00275 -2.25612 0.14450
C 3.62862 -1.06191 0.47089
C 4.98281 -0.88359 0.19900
C 5.71205 -1.89620 -0.39868
C 5.08659 -3.09567 -0.72448
C 3.74215 -3.27370 -0.45368
C 1.37502 -3.64054 1.43282
C 1.91804 -3.48130 2.70735
C 1.78303 -4.47922 3.65743
C 1.12293 -5.65921 3.33570
C 0.59804 -5.83212 2.06452
C 0.71774 -4.82265 1.11732
H 0.64327 -1.43292 1.89306
H 3.06355 -0.27003 0.94358
H 5.46312 0.04974 0.46519
H 6.76496 -1.75447 -0.60443
H 5.65196 -3.89261 -1.18922
H 3.25243 -4.20466 -0.70877
H 2.47314 -2.58017 2.94542
H 2.20756 -4.34884 4.64435
H 1.03138 -6.44321 4.07601
H 0.09007 -6.75186 1.80612
H 0.29093 -4.95296 0.13055
C -1.97176 -1.04814 -3.28217
N -1.05291 -0.03940 -3.77954
C -1.48093 0.56502 -5.03000
C 0.17762 0.21939 -3.25400
N 0.39741 0.26976 -1.95814
N 1.16029 0.49966 -4.15402
C 1.28798 -0.28819 -5.37754
C 2.39824 1.10259 -3.69266
H -1.97804 -1.91258 -3.95085
H -2.98720 -0.64401 -3.26990
H -1.72996 -1.39642 -2.28267
H -2.48369 0.97396 -4.88851
H -1.52402 -0.16182 -5.84606
H -0.81183 1.37259 -5.31193
H 1.39201 0.24905 -1.76084
H 0.49252 -1.02428 -5.44278
H 2.23487 -0.83043 -5.35659
H 1.26909 0.34800 -6.26370
H 3.06951 0.37086 -3.22779
H 2.18996 1.90074 -2.98189
H 2.91178 1.53755 -4.54863
```


[3]
DFT (ωB97M-V with the def2-TZVPD basis set) results for 2 unconnected molecules or ions with the total composition C6H9N2O4.

Values from the calculation:
Frontier orbital gap: 7.054 eV
LUMO energy: 3.721 eV
Relative energy (zero: lowest compared OMol25 entry of this formula, charge and spin): 145.3 kJ/mol
Total charge: -1

XYZ file:
```
21
C6H9N2O4 ωB97M-V with the def2-TZVPD basis set
C 1.54438 0.57644 -0.39894
C 1.77236 -0.61856 0.25084
C 3.84608 0.51040 0.01810
C -3.58725 0.78497 0.54987
C -2.86079 0.13028 -0.47912
C -1.83656 -0.64801 -0.27721
N 2.78692 1.28080 -0.46786
N 3.17599 -0.70771 0.40419
O 1.13628 -1.72074 0.42845
O 5.05921 0.66055 0.07114
O -1.16752 -0.77344 0.87079
O -1.36836 -1.31963 -1.38146
H -3.84633 1.79203 0.31717
H -3.16668 0.78155 1.51681
H -4.49088 0.22942 0.57619
H 0.76716 1.29603 -0.46074
H -3.41488 -0.02642 -1.45308
H 2.82059 2.26283 -0.40899
H 3.59766 -1.52289 0.79076
H -0.30825 -1.41280 0.69430
H -0.45915 -1.55511 -1.16119
```


[4]
DFT (ωB97M-V with the def2-TZVPD basis set) results for 3 unconnected molecules or ions with the total composition C15H10Br2N3O10.

Values from the calculation:
Frontier orbital gap: 7.115 eV
LUMO energy: -4.880 eV
Total charge: +1

XYZ file:
```
40
C15H10Br2N3O10 ωB97M-V with the def2-TZVPD basis set
O -2.91787 -0.94110 -0.37034
N -2.34668 -1.13561 -1.33325
O -1.00503 -1.82710 -1.05860
N -0.21729 -0.96688 -0.34520
C 0.10957 0.29174 -0.80359
C 0.85315 0.79120 0.19308
Br 1.58379 2.50859 0.22224
N 0.96319 -0.14923 1.17893
Br 1.88275 0.11821 2.74869
C 0.29636 -1.24806 0.82157
H -0.18704 0.71238 -1.75205
H 0.22001 -2.15804 1.39898
C 2.89330 3.57911 -5.15676
C 2.00478 3.30442 -4.19669
C 1.16533 2.06266 -4.22989
O 0.38634 1.86611 -3.30222
C 1.30985 1.15960 -5.34756
C 2.19773 1.43010 -6.31936
C 3.06179 2.66111 -6.27694
O 3.85651 2.83905 -7.17394
O 2.36686 0.63896 -7.36233
O 1.80727 4.10981 -3.15090
H 3.50535 4.46982 -5.14220
H 0.68529 0.27761 -5.36547
H 3.06121 1.05476 -7.91120
H 1.11665 3.67999 -2.61545
C -3.13097 -1.17266 4.86176
C -2.54837 -1.86825 3.88179
C -1.42968 -2.83046 4.14912
O -0.94554 -3.44692 3.20854
C -0.96344 -2.98218 5.51158
C -1.54254 -2.28562 6.50337
C -2.68011 -1.33876 6.24045
O -3.17325 -0.75047 7.17764
O -1.15141 -2.38782 7.76219
O -2.92180 -1.75605 2.60110
H -3.93929 -0.47836 4.67913
H -0.14583 -3.66695 5.68764
H -1.72686 -1.78914 8.27745
H -2.35406 -2.37556 2.10870
```


[5]
DFT (ωB97M-V with the def2-TZVPD basis set) results for 5 unconnected molecules or ions with the total composition H8O3S2.

Values from the calculation:
Frontier orbital gap: 3.702 eV
LUMO energy: -6.085 eV
Relative energy (zero: lowest compared OMol25 entry of this formula, charge and spin): 570.9 kJ/mol

XYZ file:
```
13
H8O3S2 ωB97M-V with the def2-TZVPD basis set
S -1.57194 -0.03659 1.52115
S 2.01844 -0.60590 -0.94726
H -2.21889 -1.20847 1.39302
H 2.17728 -1.67032 -1.75093
H -1.99897 1.39945 0.01722
H -1.03098 1.87081 -1.07267
O -1.88106 2.07533 -0.66548
H 0.71119 1.51079 -2.96464
H 0.77773 0.74134 -1.76068
O 0.11133 1.12710 -2.36950
H 0.27553 -1.34211 2.45894
H 1.29488 -1.49567 1.39394
O 0.98077 -1.93649 2.18771
```


[6]
DFT (ωB97M-V with the def2-TZVPD basis set) results for a molecular structure, C7H13NO3.

Values from the calculation:
Frontier orbital gap: 10.260 eV
LUMO energy: 0.582 eV
Relative energy (zero: lowest compared OMol25 entry of this formula, charge and spin): 994.9 kJ/mol

XYZ file:
```
24
C7H13NO3 ωB97M-V with the def2-TZVPD basis set
C -1.02230 1.45024 2.20607
C -1.51556 0.42871 0.97594
C 0.56640 1.04996 -0.29495
C 1.69713 0.03628 -0.11041
C 1.39723 -1.05841 -1.15745
C -0.00696 -1.72162 -0.99544
C -1.00467 -0.49094 -1.09194
H -2.28826 0.65976 2.91319
H -1.25018 2.45718 1.87497
H 0.19115 0.95191 2.81044
H 0.59871 1.84616 -1.22480
H 0.73603 1.75651 0.81952
H 2.73277 0.53228 -0.34067
H 1.72692 -0.45041 0.94230
H 2.37087 -1.90898 -1.33387
H 1.67263 -1.18454 -2.89231
H 0.01905 -2.21417 -0.27240
H 0.07345 -2.04775 -1.96792
H -1.81309 -1.05381 -0.91926
H -1.38948 -0.14363 -1.88612
N -0.76439 0.56572 -0.09606
O -1.97017 1.30386 3.24172
O -2.39439 -0.26510 1.22099
O 1.63711 -0.49921 -2.42153
```


| no. | energy (eV) |
| --- | --- |
| 1 | -48325.0837 |
| 2 | -105714.6632 |
| 3 | -17539.1900 |
| 4 | -180733.9078 |
| 5 | -27937.0751 |
| 6 | -15093.0994 |